No. 1
Below is C52H51N3O7PSb2V as an isolated structure, with properties calculated with the ωB97M-V functional and the def2-TZVPD basis.

XYZ file:
```
117
Properties=species:S:1:pos:R:3:forces:R:3
V 0.314264 -0.370174 0.170981 1.002 0.778 -1.196
C 1.206810 5.137173 1.818050 -0.068 -0.086 0.029
O 0.745746 3.835730 1.522434 0.140 0.062 -0.070
C 0.625617 2.961827 2.560104 -0.056 0.058 -0.005
C 0.837094 3.267551 3.880541 0.007 -0.074 0.194
C 0.647877 2.294101 4.882961 0.030 0.177 -0.108
C 0.226144 1.041438 4.542616 -0.006 -0.079 -0.102
C 0.020272 0.699468 3.189280 0.113 -0.224 0.136
C -0.599519 -0.570123 2.878833 -0.237 0.233 0.301
N -0.738760 -0.985924 1.675689 -0.789 -0.765 0.393
N -1.732115 -1.940448 1.387360 0.375 0.150 0.456
C -1.979874 -1.865016 0.115643 0.035 0.148 -0.190
O -1.341525 -1.061407 -0.698466 -0.340 -0.439 0.264
C -3.048536 -2.734313 -0.449503 0.169 0.176 0.001
C -3.791841 -3.586429 0.361728 -0.055 -0.073 0.017
C -4.769322 -4.393953 -0.197381 0.024 0.034 0.031
C -5.012492 -4.356059 -1.566037 -0.010 -0.008 0.010
C -4.280482 -3.500102 -2.374214 0.083 0.074 0.061
C -3.299879 -2.688670 -1.813908 -0.144 -0.048 -0.196
C 0.255970 1.648565 2.175546 -0.218 -0.216 -0.135
O 0.094761 1.392652 0.895122 0.114 0.134 0.158
H 1.296786 5.650638 0.863742 -0.015 0.007 -0.019
H 2.181785 5.110141 2.313976 0.022 -0.003 0.005
H 0.493013 5.676401 2.446924 -0.005 0.015 0.025
H 1.156453 4.260343 4.164131 -0.004 0.018 0.013
H 0.827025 2.551780 5.917964 0.008 0.017 -0.009
H 0.048946 0.290649 5.303731 0.007 0.008 -0.012
H -1.091135 -1.134091 3.670302 -0.094 0.119 0.034
H -3.589730 -3.603210 1.424246 -0.005 -0.016 -0.018
H -5.347092 -5.054155 0.436837 0.009 -0.013 -0.005
H -5.772672 -4.993746 -1.999700 -0.006 0.005 0.009
H -4.468856 -3.460414 -3.439650 -0.001 -0.001 0.001
H -2.728968 -2.005800 -2.430122 0.014 -0.025 0.017
C -0.677120 2.710168 -3.554500 0.192 0.073 0.045
C 0.645402 3.481941 -3.394951 0.039 -0.124 0.067
C 1.433666 3.221610 -2.105699 -0.242 -0.051 -0.046
Sb 1.992627 1.164884 -1.721355 0.070 0.327 -0.038
C 2.983892 0.907114 -3.593371 -0.063 -0.111 -0.234
C 2.423716 0.066503 -4.556222 0.112 0.093 -0.009
C 3.017497 -0.088987 -5.804125 0.009 0.033 0.051
C 4.184337 0.599379 -6.101234 -0.009 0.010 0.023
C 4.747377 1.447255 -5.155023 -0.025 -0.007 0.028
C 4.151048 1.603628 -3.910514 -0.083 -0.060 -0.094
C 3.729178 1.689386 -0.625674 0.059 -0.067 0.090
C 3.686535 2.748472 0.276426 0.058 -0.002 -0.059
C 4.809382 3.070766 1.027656 0.018 -0.022 -0.049
C 5.978917 2.337939 0.883057 -0.054 -0.004 -0.009
C 6.023044 1.272793 -0.006754 -0.026 0.009 0.030
C 4.898577 0.942944 -0.750316 -0.030 0.021 0.071
Sb -1.682533 2.076512 -1.748356 -0.175 0.039 0.095
C -3.634396 2.106337 -2.640574 -0.148 -0.134 -0.101
C -4.141779 3.208985 -3.328594 -0.009 -0.060 0.052
C -5.403336 3.166860 -3.905020 0.004 -0.034 0.011
C -6.179269 2.017260 -3.801391 0.032 -0.005 0.019
C -5.694022 0.915991 -3.111381 0.072 0.059 0.012
C -4.428133 0.963384 -2.532596 -0.035 0.092 -0.067
C -1.937471 3.941478 -0.730246 0.098 0.089 0.149
C -1.582590 5.194432 -1.225132 -0.067 -0.013 0.007
C -1.716108 6.335420 -0.440245 -0.002 -0.055 0.012
C -2.204897 6.234933 0.855225 -0.001 -0.041 -0.011
C -2.560980 4.991649 1.364177 0.019 -0.020 -0.084
C -2.422266 3.855537 0.576904 0.035 0.116 -0.035
H -0.487776 1.759149 -4.064140 -0.045 0.008 -0.007
H -1.396456 3.254822 -4.166804 0.075 0.043 -0.064
H 0.441622 4.553945 -3.461295 0.033 0.016 0.025
H 1.297052 3.246054 -4.241900 -0.031 0.038 -0.053
H 0.881509 3.567395 -1.224260 0.041 -0.024 -0.010
H 2.386391 3.752133 -2.133506 0.013 0.053 0.028
H 1.510311 -0.474875 -4.338556 -0.009 0.002 0.013
H 2.570920 -0.748147 -6.538290 0.004 -0.001 0.006
H 4.655808 0.476463 -7.068078 0.003 0.000 0.000
H 5.657784 1.987261 -5.385147 -0.006 -0.003 -0.004
H 4.603000 2.266295 -3.182443 0.007 -0.010 0.022
H 2.768805 3.309096 0.414622 0.036 -0.042 0.011
H 4.763599 3.882653 1.743834 0.000 -0.012 -0.009
H 6.849819 2.580549 1.478816 0.001 0.009 -0.002
H 6.926772 0.685509 -0.112007 -0.005 -0.011 0.019
H 4.942572 0.094977 -1.425072 -0.001 -0.001 -0.015
H -3.553550 4.118254 -3.405232 -0.003 -0.015 -0.001
H -5.784434 4.031590 -4.434829 -0.003 -0.001 0.000
H -7.161387 1.984223 -4.256391 -0.006 0.002 0.008
H -6.295634 0.019399 -3.020473 0.006 0.009 0.003
H -4.061323 0.099026 -1.988426 0.013 0.005 -0.009
H -1.194096 5.290873 -2.232862 -0.012 0.003 0.011
H -1.433298 7.302133 -0.839928 -0.003 -0.002 -0.003
H -2.301941 7.122068 1.469080 -0.005 0.001 0.001
H -2.930089 4.904080 2.379109 -0.001 -0.002 -0.013
H -2.675771 2.887504 0.998219 0.026 0.002 -0.004
C 0.446437 -2.916655 -2.586981 0.039 -0.031 -0.030
P 1.128944 -2.507502 -0.940648 0.082 -0.447 -0.152
C 0.693110 -4.046749 -0.038789 -0.036 0.036 0.029
C 2.914091 -2.640051 -1.269211 0.095 0.066 0.054
H 0.888799 -3.847984 -2.947198 -0.026 0.008 -0.041
H 0.674250 -2.119192 -3.293743 -0.001 -0.003 -0.004
H -0.634647 -3.028333 -2.528583 0.001 0.001 0.030
H 1.465680 -4.802828 -0.180560 -0.032 -0.029 -0.012
H -0.261533 -4.416472 -0.417878 0.000 0.006 -0.007
H 0.579434 -3.857855 1.024936 0.025 -0.022 -0.007
H 3.215416 -3.684825 -1.351573 0.019 0.003 -0.053
H 3.483851 -2.173114 -0.465920 -0.027 -0.049 0.022
H 3.132355 -2.125942 -2.209577 0.015 0.011 0.006
O 3.159388 0.596731 2.498691 0.242 0.260 0.036
C 2.976089 -0.429889 1.883142 -0.585 -0.209 -0.183
O 2.081235 -0.521737 0.890139 -0.018 0.121 0.443
C 3.693254 -1.707244 2.096472 0.084 -0.168 -0.142
C 5.087446 -1.785050 2.022550 0.111 -0.007 0.113
C 5.734653 -3.003588 1.946617 -0.119 0.028 0.032
C 4.983517 -4.203481 1.954821 -0.206 0.395 0.018
C 3.580826 -4.131660 2.137885 0.069 0.086 -0.017
C 2.966502 -2.902881 2.185941 -0.010 -0.072 -0.026
N 5.590680 -5.416142 1.760888 0.323 -0.631 -0.050
O 4.865043 -6.468782 1.692457 0.177 0.281 0.048
O 6.861452 -5.463527 1.643808 -0.305 0.029 0.007
H 5.659454 -0.862839 2.001017 -0.016 -0.039 -0.047
H 6.807804 -3.075898 1.856177 0.004 0.004 -0.005
H 3.027652 -5.055570 2.216260 -0.003 -0.013 -0.007
H 1.889046 -2.847464 2.304489 0.020 0.025 -0.024
```
Positions in Å, forces in eV/Å.

- net charge = -1
- energy relative to the best compared isomer or geometry (same formula, charge and spin) (kJ/mol) = 147.4
- strongest force on any atom (eV/Å) = 1.74
- 2S+1 = 4

No. 2
Below is a 2-piece molecular cluster, C52H51N4O overall, with properties calculated with the ωB97M-V functional and the def2-TZVPD basis.

XYZ file:
```
108
Properties=species:S:1:pos:R:3:forces:R:3
C 4.480046 0.300509 -2.050615 -0.073 -0.530 0.312
C 4.182344 1.731278 -2.193161 1.345 0.981 -0.071
N 5.143836 2.667343 -2.365491 -0.918 -1.743 0.200
C 6.567184 2.388358 -2.443921 0.364 -0.143 0.002
C 4.577134 3.931010 -2.557657 -0.805 0.620 -0.136
C 3.171677 3.780593 -2.528714 0.723 0.563 -0.272
C 2.398431 4.888968 -2.853381 -0.039 0.429 -0.020
C 3.019601 6.128305 -3.076789 0.316 -0.232 0.027
C 4.418428 6.261579 -3.025527 -0.110 -0.430 0.131
C 5.226328 5.137820 -2.788420 -0.281 0.033 0.051
C 2.900928 2.368612 -2.214877 -1.512 0.165 0.094
C 1.683921 1.755867 -1.966188 1.778 0.241 -0.704
C 0.408693 2.444534 -2.100383 -1.363 0.958 0.066
C 0.083812 3.528277 -1.251153 0.286 -0.403 -0.200
C -1.131212 4.196943 -1.376106 -0.041 -0.186 -0.170
C -2.036782 3.825333 -2.377658 0.178 -0.163 0.111
C -1.721297 2.776727 -3.247183 0.007 0.049 0.132
C -0.522912 2.084381 -3.104618 0.770 0.037 0.335
H 3.573753 -0.191042 -1.687124 0.239 -0.170 0.025
H 4.764419 -0.179930 -3.004941 -0.076 0.375 0.291
H 5.292926 0.133621 -1.327774 -0.241 0.010 -0.218
H 7.096967 3.341159 -2.488869 -0.023 -0.306 0.038
H 6.900586 1.830469 -1.560888 -0.116 0.192 -0.176
H 6.809365 1.799970 -3.340051 -0.158 0.209 0.210
H 1.321748 4.792678 -2.944772 0.205 0.171 0.068
H 2.412614 7.010679 -3.295602 0.180 -0.385 0.047
H 4.880730 7.238512 -3.174984 -0.151 -0.332 0.000
H 6.316422 5.188337 -2.768593 -0.401 0.218 -0.082
H 1.679161 0.704447 -1.694166 -0.128 -0.099 0.023
H 0.821355 3.843628 -0.507443 -0.351 -0.144 -0.128
H -1.372309 5.007103 -0.684637 0.080 -0.225 -0.267
H -2.989543 4.345317 -2.476276 0.268 -0.111 0.019
H -2.411646 2.479362 -4.038948 0.194 0.168 0.250
H -0.240986 1.298807 -3.809677 -0.265 0.314 0.196
C -4.227320 1.565030 5.235224 0.002 0.139 0.151
C -3.623234 0.841334 4.066018 0.201 -0.151 -0.123
C -3.940363 -0.492706 3.825194 0.189 -0.132 -0.509
C -3.387122 -1.201991 2.747886 0.072 0.190 0.455
C -3.759634 -2.650544 2.616440 -0.127 -0.391 0.032
C -2.520881 -0.522116 1.872434 -0.260 0.629 0.850
N -1.870228 -1.213047 0.804380 0.565 -1.139 -1.018
C -2.496309 -1.961528 -0.198171 1.369 0.411 -0.061
C -3.931605 -2.014353 -0.419105 -1.220 -0.263 -0.535
C -4.459783 -3.230475 -0.907194 0.028 0.425 0.626
C -5.834748 -3.445122 -0.863245 0.002 0.284 -0.158
C -6.689052 -2.413787 -0.449779 0.178 0.011 -0.014
C -6.177471 -1.141362 -0.158387 -0.002 -0.272 -0.172
C -4.801941 -0.928113 -0.162396 0.461 -0.520 0.111
N -1.606243 -2.569822 -0.943702 -0.080 0.460 0.404
N -0.371521 -2.155330 -0.471508 -1.482 -0.210 0.753
C 0.811696 -2.475056 -1.207223 0.778 -0.303 -0.488
C 0.818944 -2.164748 -2.578892 0.633 0.011 0.382
C -0.321044 -1.486043 -3.256139 -0.408 0.139 -0.535
C 1.980117 -2.425666 -3.310725 -0.080 -0.107 0.269
C 3.115673 -2.977568 -2.714745 -0.202 0.139 0.265
C 4.344157 -3.246744 -3.534471 0.193 -0.072 -0.055
C 3.080690 -3.270981 -1.349926 -0.206 0.040 -0.311
C 1.925325 -3.072035 -0.587415 -0.283 0.169 -0.366
C 1.908854 -3.533167 0.832052 0.371 -0.098 0.406
C -0.516832 -1.394980 0.620987 -0.699 0.402 -1.141
C 0.594486 -0.618875 1.178472 1.407 0.378 4.724
O 1.330226 0.040162 0.392019 -0.051 0.167 -1.372
C 0.824288 -0.615407 2.614591 -1.219 -0.111 -3.717
C 1.810589 0.380602 3.087325 0.381 0.292 0.308
C 0.055267 -1.426634 3.516716 -0.600 -0.488 1.206
C -0.391169 -2.731171 3.201731 0.162 0.141 0.210
C -1.030106 -3.529912 4.148915 -0.199 0.310 0.052
C -1.349615 -3.009842 5.405380 -0.017 -0.165 -0.093
C -0.971904 -1.703148 5.727590 0.100 0.066 -0.136
C -0.249808 -0.938262 4.820471 -0.024 -0.133 -0.473
C -2.252378 0.840834 2.047093 -0.078 0.114 0.482
C -1.501289 1.678800 1.057020 0.235 0.403 -0.135
C -2.745866 1.481762 3.191694 -0.262 -0.219 -0.213
H -3.875540 2.601702 5.255008 -0.129 -0.165 0.107
H -5.324305 1.570650 5.167967 0.279 0.008 0.020
H -3.956513 1.084503 6.185796 -0.054 0.116 -0.233
H -4.626457 -1.016631 4.496923 0.227 0.141 -0.208
H -3.025814 -3.227117 2.041251 -0.203 0.095 0.144
H -3.826852 -3.099002 3.618768 0.080 0.125 -0.356
H -4.747453 -2.766411 2.141109 0.302 0.078 0.045
H -3.764112 -3.996435 -1.252193 -0.262 0.082 0.271
H -6.233784 -4.417827 -1.155006 0.052 0.335 0.070
H -7.762194 -2.597403 -0.374915 0.318 0.077 -0.076
H -6.854260 -0.318431 0.081638 0.229 -0.284 -0.091
H -4.394021 0.063042 0.045446 -0.138 -0.344 0.129
H -0.186461 -1.574539 -4.342078 -0.116 0.120 0.228
H -1.284296 -1.925443 -2.982705 0.267 0.174 -0.229
H -0.351663 -0.416132 -3.005631 -0.043 -0.420 0.100
H 1.994040 -2.185115 -4.375995 -0.024 -0.085 0.247
H 5.160251 -3.600536 -2.895678 -0.091 0.060 -0.196
H 4.149132 -4.010287 -4.299753 0.058 0.174 0.185
H 4.674503 -2.339747 -4.057762 -0.025 -0.196 0.058
H 3.966017 -3.691499 -0.864090 -0.330 0.050 -0.166
H 2.839282 -4.073285 1.047292 -0.263 0.060 -0.039
H 1.857130 -2.689262 1.532617 -0.070 -0.210 -0.121
H 1.074974 -4.218366 1.031705 0.167 0.189 -0.087
H 2.069793 0.217772 4.139817 0.020 0.046 -0.221
H 2.729896 0.331315 2.481306 -0.302 0.133 0.156
H 1.389862 1.397749 2.994203 0.314 -0.108 -0.011
H -0.191833 -3.136472 2.208775 0.039 -0.001 0.505
H -1.293141 -4.558954 3.890985 -0.002 0.332 0.100
H -1.897530 -3.618718 6.126319 0.225 0.150 -0.165
H -1.236413 -1.273825 6.696236 0.088 -0.186 -0.248
H 0.054039 0.082511 5.073333 -0.133 -0.412 0.002
H -1.965269 2.676768 1.009592 0.109 -0.353 -0.015
H -0.452478 1.832105 1.353062 -0.222 -0.191 -0.168
H -1.519323 1.260991 0.043854 0.111 0.034 0.166
H -2.467769 2.524771 3.372790 -0.182 -0.299 -0.145
```
Positions in Å, forces in eV/Å.

- net charge = +1
- energy relative to the best compared isomer or geometry (same formula, charge and spin) (kJ/mol) = 0.0
- strongest force on any atom (eV/Å) = 4.94
- 2S+1 = 1